Record 1
Density functional theory data (ωB97M-V/def2-TZVPD) for a cluster of 2 separate species, C4H10NO3 in total at a distorted geometry.

For the electronic energy, the calculation gives -438.9124 Ha. The calculation puts the energy relative to the best compared isomer or geometry (same formula, charge and spin) at 191.36 kJ/mol. The gap between HOMO and LUMO is 8.2 eV. Its net charge is -1.

The geometry in XYZ format:
```
18
Properties=species:S:1:pos:R:3:forces:R:3:mulliken_charge:R:1
C 1.2342 2.4020 0.1274 -1.29 0.56 1.42 -1.098
C 0.2239 1.2240 0.4030 -2.04 0.75 2.24 0.647
C 0.8831 -0.1956 0.5568 -2.45 2.56 -4.76 -0.858
C -0.0338 -1.3952 0.5383 3.74 -2.35 1.38 0.452
O -1.1834 -1.3820 0.1392 -2.45 0.77 -0.46 -0.838
O 0.6616 -2.4215 0.8094 -0.80 0.03 0.11 -0.748
N -0.9318 1.2500 -0.5434 1.52 2.60 4.49 -0.675
H 0.7690 3.0668 -0.6539 0.68 -0.46 0.79 0.319
H 2.1394 1.9281 -0.2371 0.47 0.49 -0.02 0.321
H 1.3989 3.0493 1.1468 -0.10 -1.62 -2.68 0.215
H -0.2905 1.5799 1.4318 1.13 -1.30 -1.82 0.126
H 1.3984 -0.3915 -0.4467 -0.50 0.49 0.79 0.171
H 1.6843 -0.1593 1.1663 2.19 -0.37 2.81 0.501
H -0.6825 1.4499 -1.4114 1.50 0.95 -4.68 0.127
H -1.5150 0.5007 -0.5116 -1.51 -2.86 0.44 0.287
H -1.7066 -4.2557 -1.0144 2.23 -2.06 0.24 0.258
H -1.8213 -2.7366 -0.5291 0.67 -0.24 0.30 0.505
O -2.2280 -3.5134 -0.9713 -2.98 2.07 -0.59 -0.712
```
Forces are in eV/Å.

Record 2
Density functional theory data (ωB97M-V/def2-TZVPD) for a structure of composition C21H32INO25P2 at a distorted geometry.

For the electronic energy, the calculation gives -3735.7173 Ha. The gap between HOMO and LUMO is 7.8 eV.

The geometry in XYZ format:
```
82
Properties=species:S:1:pos:R:3:forces:R:3:mulliken_charge:R:1
N -2.6613 -1.1568 1.5224 -0.15 0.71 -0.31 -0.609
P -2.9423 -1.0216 -0.0001 -0.05 -0.89 2.12 0.323
O -2.0435 -2.2170 -0.7864 -0.99 1.11 -1.32 -0.154
P -1.5933 -1.7403 -2.2724 0.11 -0.12 -0.56 1.002
O -0.7322 -0.5760 -2.2093 0.71 0.88 0.26 -0.647
O -0.9206 -2.9576 -3.0133 -0.59 -0.44 0.71 -0.442
O -2.9463 -1.4837 -3.1054 0.51 0.02 0.54 -0.639
I -3.1073 0.3986 -3.8120 -0.34 -0.27 -0.16 0.388
H -3.5425 -1.3442 1.9898 0.21 -0.35 0.20 0.255
H -2.5670 0.2151 -0.5460 0.20 -0.47 -0.53 0.077
H -4.3095 -1.2221 -0.2930 0.39 -0.02 -0.59 0.084
H 0.0122 -3.0083 -2.7402 0.05 -0.03 -0.47 0.298
C 4.6740 -3.4307 -2.3390 0.33 -0.01 0.16 -0.331
C 3.7472 -4.5761 -2.0089 0.16 -0.29 0.20 -0.357
O 2.4681 -4.0546 -2.3894 0.07 0.17 -0.10 -0.323
C 2.6767 -3.0849 -3.3107 0.21 0.08 0.01 0.793
O 1.8127 -2.5705 -3.9490 -0.14 -0.09 0.04 -0.569
O 3.9867 -2.7784 -3.4131 -0.20 -0.14 0.05 -0.326
H 5.6600 -3.7620 -2.6539 -0.05 0.09 -0.21 0.307
H 4.7831 -2.7267 -1.5125 -0.07 0.01 -0.02 0.266
H 3.9544 -5.4682 -2.6020 -0.03 0.05 -0.05 0.277
H 3.7608 -4.8413 -0.9550 -0.22 0.07 0.00 0.300
C -1.1295 1.1442 3.4487 -0.13 -0.32 -0.31 0.002
C -0.3971 0.6435 4.6666 0.13 -0.24 0.02 -0.385
O -0.2039 1.8395 5.4305 -0.25 0.11 -0.17 -0.220
C -1.1578 2.7251 5.0511 0.01 -0.08 -0.06 0.622
O -1.3834 3.7539 5.6055 -0.02 0.04 0.10 -0.556
O -1.8248 2.2896 3.9578 0.22 0.01 0.25 -0.343
H -1.8226 0.4109 3.0422 -0.08 0.16 -0.05 0.093
H -0.4510 1.4673 2.6561 0.01 0.05 0.05 0.219
H -0.9919 -0.0585 5.2545 -0.03 0.05 0.00 0.280
H 0.5564 0.1809 4.4241 0.09 0.15 0.13 0.304
C -4.3185 -5.8379 -0.8140 0.01 -0.16 -0.30 -0.240
C -3.6195 -6.3747 0.4126 0.11 -0.29 0.01 -0.339
O -3.4521 -5.2018 1.2115 -0.18 0.03 -0.15 -0.315
C -4.3936 -4.3059 0.8324 0.05 0.00 0.04 0.674
O -4.6299 -3.2954 1.4085 -0.24 -0.01 0.02 -0.546
O -5.0300 -4.7120 -0.2947 0.17 -0.04 0.13 -0.313
H -5.0021 -6.5562 -1.2600 -0.16 0.14 0.05 0.302
H -3.6190 -5.4919 -1.5777 0.02 0.03 0.05 0.193
H -4.2306 -7.0927 0.9633 -0.03 0.04 -0.01 0.276
H -2.6582 -6.8294 0.1859 0.09 0.16 0.12 0.293
C 3.6091 -3.2416 -6.9248 -0.13 0.22 0.29 0.107
C 2.9724 -3.2851 -8.2921 -0.24 0.10 -0.08 -0.342
O 3.9888 -3.9004 -9.0878 0.04 -0.03 0.25 -0.324
C 4.7827 -4.6275 -8.2583 0.04 -0.02 -0.03 0.630
O 5.6148 -5.3884 -8.6213 0.09 -0.09 -0.03 -0.522
O 4.4945 -4.3648 -6.9564 -0.10 0.05 -0.24 -0.308
H 2.8855 -3.3385 -6.1202 0.09 -0.12 0.04 -0.092
H 4.1951 -2.3344 -6.7662 0.01 -0.02 -0.02 0.247
H 2.0770 -3.9096 -8.3178 0.04 -0.03 0.02 0.280
H 2.7247 -2.2976 -8.6738 0.14 -0.04 -0.15 0.293
C 1.7423 6.0134 5.7494 0.42 -0.31 0.12 -0.058
C 0.3250 6.4246 6.0011 -0.59 -0.15 0.22 0.126
O 0.2279 7.6811 5.3124 0.46 -0.08 -0.21 -0.377
C 1.1842 7.6883 4.3486 -0.06 -0.05 0.06 0.562
O 1.2715 8.5082 3.4940 0.04 0.09 -0.10 -0.533
O 2.0307 6.6315 4.4887 -0.32 0.27 0.07 -0.383
H 1.8570 4.9347 5.6927 0.05 0.03 -0.16 0.200
H 2.4329 6.4059 6.4996 -0.01 0.04 -0.03 0.213
H -0.3932 5.7279 5.5709 0.05 0.06 0.01 0.072
H 0.1085 6.5462 7.0580 -0.05 0.20 -0.05 0.219
C 1.2841 5.4883 10.2200 -0.08 0.32 0.15 -0.360
C 1.8565 4.2376 10.8421 0.10 -0.02 0.29 -0.368
O 1.5749 3.2434 9.8569 -0.04 0.24 -0.05 -0.345
C 1.4407 3.8681 8.6596 -0.04 -0.09 -0.04 0.548
O 1.3690 3.3096 7.6186 0.09 0.07 -0.11 -0.400
O 1.4007 5.2230 8.8193 0.08 -0.34 0.21 -0.210
H 1.8371 6.3847 10.4906 0.04 0.02 -0.20 0.313
H 0.2301 5.6342 10.4641 0.00 -0.06 -0.02 0.265
H 2.9375 4.2972 10.9846 -0.01 0.02 -0.05 0.257
H 1.3884 3.9860 11.7907 -0.06 -0.17 -0.09 0.307
C -1.4913 2.0519 -8.4017 0.28 -0.05 -0.15 -0.291
C -2.6070 1.0335 -8.3905 0.02 -0.29 -0.17 -0.295
O -3.4170 1.4743 -7.2992 0.16 0.15 -0.09 -0.284
C -3.1809 2.7993 -7.1171 -0.03 0.09 0.00 0.621
O -3.8146 3.4973 -6.3982 -0.03 0.02 0.16 -0.501
O -2.1261 3.2132 -7.8620 -0.14 -0.21 0.03 -0.319
H -1.1082 2.2486 -9.4001 -0.07 0.20 0.03 0.291
H -0.6605 1.7704 -7.7515 -0.05 -0.01 0.04 0.257
H -3.2044 1.0545 -9.3041 0.00 0.06 0.02 0.245
H -2.2511 0.0194 -8.2242 -0.12 0.01 0.18 0.283
```
Forces are in eV/Å.

Record 3
Density functional theory data (ωB97M-V/def2-TZVPD) for a cluster of 2 separate species, C5H12N2O in total at a distorted geometry.

For the electronic energy, the calculation gives -382.4479 Ha. As for the structure (SMILES): C/C=C/N.CC(N)=O. The calculation puts the energy relative to the best compared isomer or geometry (same formula, charge and spin) at 143.49 kJ/mol. The gap between HOMO and LUMO is 9.4 eV.

The geometry in XYZ format:
```
20
Properties=species:S:1:pos:R:3:forces:R:3:mulliken_charge:R:1
C -0.4063 -1.2004 1.9709 -0.35 0.39 -0.20 -0.948
C 0.7695 -0.3273 1.6115 2.83 -0.46 -1.54 -0.402
C 1.7444 -0.6806 0.6845 -1.38 -0.27 0.75 -0.029
N 2.7246 0.2017 0.1704 1.45 -0.58 0.58 -0.496
H -0.3571 -2.1184 1.3658 -0.17 0.29 0.17 0.266
H -0.4881 -1.5020 3.0262 0.34 0.23 -0.24 0.337
H -1.3535 -0.6588 1.7449 0.47 -0.46 0.02 0.241
H 1.0281 0.6419 2.0799 -0.88 -0.48 0.03 0.270
H 1.7596 -1.6864 0.1898 -0.20 0.98 0.49 0.270
H 3.7131 -0.1928 0.0458 -2.21 0.57 0.29 0.239
H 2.7807 1.0488 0.7393 0.08 -0.25 -0.32 0.240
C -1.8135 -0.1970 -1.8942 -0.03 0.45 -2.63 -0.876
C -1.3014 1.2450 -1.8329 0.10 -1.14 2.00 0.521
N -0.8442 1.6147 -0.5581 0.45 -0.61 -0.81 -0.458
O -1.3803 2.0266 -2.7283 -0.17 0.82 -1.18 -0.571
H -2.6503 -0.2717 -1.2351 -0.56 -0.23 0.48 0.276
H -1.0744 -0.9616 -1.6704 0.16 0.12 0.23 0.296
H -2.1607 -0.3549 -2.9758 0.40 0.11 1.63 0.274
H -0.3092 0.8519 -0.1033 -0.36 0.95 -0.11 0.282
H -0.3809 2.5213 -0.6310 0.03 -0.45 0.37 0.270
```
Forces are in eV/Å.

Record 4
Density functional theory data (ωB97M-V/def2-TZVPD) for an isolated molecule of C7H7IOP2 at a distorted geometry.

For the electronic energy, the calculation gives -1326.5312 Ha. As for the structure (SMILES): O=C(c1ccccc1)P(#[PH2])I. The calculation puts the energy relative to the best compared isomer or geometry (same formula, charge and spin) at 22.91 kJ/mol. The gap between HOMO and LUMO is 7.7 eV.

The geometry in XYZ format:
```
18
Properties=species:S:1:pos:R:3:forces:R:3:mulliken_charge:R:1
O 0.7269 1.8334 -1.4299 -0.38 -0.11 0.07 -0.473
C 0.6568 0.9431 -0.6409 4.28 1.13 1.14 0.227
C -0.3866 0.0747 -0.3143 -2.57 -1.34 -0.90 0.908
C -1.6751 0.4914 -0.6855 -1.02 0.54 1.70 -0.548
C -2.7802 -0.2964 -0.4479 1.64 -1.33 0.53 -0.426
C -2.5732 -1.5766 0.1095 1.06 2.38 -0.31 -0.489
C -1.3273 -1.9778 0.5070 0.02 -0.38 -0.02 -0.712
C -0.2339 -1.1884 0.2290 0.48 -0.17 -0.44 0.144
P 2.3171 0.6559 0.7309 -2.00 -0.15 -0.07 -0.024
P 3.4904 2.2647 -0.0625 2.24 -0.03 -0.44 -0.156
I 3.3429 -1.2909 -0.2850 0.50 -0.05 -0.35 -0.024
H -1.9345 1.5407 -0.6990 0.59 0.29 -1.04 0.300
H -3.7244 0.1615 -0.5117 -1.21 0.08 -0.33 0.389
H -3.3387 -2.1469 0.4491 -2.59 -1.60 0.52 0.431
H -1.2344 -2.9028 1.0741 0.21 0.08 -0.38 0.367
H 0.7328 -1.6421 0.2809 0.45 0.13 0.63 -0.085
H 4.7126 1.9134 0.7252 -1.04 -0.01 -0.88 0.096
H 3.2290 3.1432 0.9710 -0.66 0.53 0.57 0.073
```
Forces are in eV/Å.